C45H47FNP2S3V | the ωB97M-V functional and the def2-TZVPD basis

Results
- ⟨S²⟩ = 2.375
- multiplicity = 3
- HOMO energy (spin up / spin down) (eV) = -12.31 / -12.31
- net charge = +2

Geometry as XYZ:
```
100
C45H47FNP2S3V (the ωB97M-V functional and the def2-TZVPD basis)
V 0.80 -1.03 -0.70
C 0.89 0.65 2.61
N -0.47 0.84 2.95
C -1.43 -0.12 2.44
P -1.69 0.17 0.63
C -2.71 1.67 0.65
C -3.97 1.63 1.24
C -4.75 2.77 1.30
C -4.28 3.96 0.77
C -3.03 4.01 0.18
C -2.25 2.87 0.11
C -2.90 -1.07 0.07
C -2.96 -2.35 0.61
C -3.87 -3.29 0.12
C -4.70 -2.96 -0.93
C -4.64 -1.69 -1.49
C -3.75 -0.75 -0.99
C -0.93 2.11 3.39
C -0.31 3.29 3.01
C -0.77 4.52 3.48
C -1.87 4.58 4.32
C -2.49 3.40 4.70
C -2.02 2.18 4.26
P 1.49 0.75 0.81
C 3.27 0.36 1.02
C 4.09 0.58 -0.09
C 5.44 0.29 -0.03
C 6.00 -0.24 1.13
C 5.19 -0.45 2.24
C 3.83 -0.16 2.19
C 1.58 2.46 0.24
C 2.49 3.33 0.84
C 2.60 4.64 0.41
C 1.81 5.08 -0.65
C 0.92 4.22 -1.27
C 0.80 2.91 -0.82
H 1.20 -0.35 2.92
H 1.52 1.37 3.14
H -2.37 -0.01 2.98
H -1.06 -1.14 2.60
H -4.35 0.70 1.66
H -5.73 2.72 1.76
H -4.90 4.85 0.81
H -2.66 4.94 -0.23
H -1.26 2.92 -0.33
H -2.34 -2.61 1.46
H -3.94 -4.27 0.58
H -5.42 -3.68 -1.30
H -5.30 -1.42 -2.30
H -3.74 0.25 -1.41
H 0.53 3.28 2.33
H -0.26 5.42 3.18
H -2.23 5.53 4.67
H -3.34 3.43 5.38
H -2.49 1.27 4.61
H 3.68 1.02 -0.99
H 6.07 0.48 -0.90
H 7.05 -0.46 1.18
H 5.62 -0.84 3.15
H 3.24 -0.33 3.07
H 3.12 2.99 1.66
H 3.30 5.31 0.88
H 1.90 6.10 -1.00
H 0.31 4.57 -2.09
H 0.09 2.25 -1.30
C 0.72 -3.95 -2.33
C 2.18 -3.53 -2.56
S 2.80 -2.09 -1.62
C 3.59 -2.81 -0.16
C 2.68 -3.56 0.79
S 1.07 -2.73 1.10
C -0.02 -4.18 1.30
C -0.61 -4.78 0.03
S 0.55 -5.38 -1.22
H 0.29 -4.23 -3.29
H 0.10 -3.13 -1.95
H 2.32 -3.24 -3.60
H 2.87 -4.35 -2.35
H 4.08 -1.96 0.32
H 4.38 -3.47 -0.52
H 3.16 -3.67 1.76
H 2.43 -4.54 0.39
H -0.81 -3.85 1.97
H 0.58 -4.90 1.84
H -1.30 -4.08 -0.45
H -1.19 -5.65 0.32
F -0.18 -2.02 -7.61
C -0.15 -1.60 -6.35
C 1.08 -1.40 -5.74
C 1.11 -0.96 -4.43
C -0.08 -0.72 -3.73
C -0.08 -0.29 -2.35
C -1.31 -0.92 -4.39
C -1.35 -1.37 -5.69
H 1.99 -1.57 -6.31
H 2.06 -0.75 -3.96
H -0.97 0.22 -2.01
H 0.87 0.27 -2.05
H -2.23 -0.73 -3.86
H -2.28 -1.53 -6.21
```